--- P ---
Computed, not measured: 4 unconnected molecules or ions with the total composition C2H12O3S2, with ωB97M-V with the def2-TZVPD basis set.

```
19
Properties=species:S:1:pos:R:3
C -0.251 0.502 1.920
S -0.074 -1.305 2.277
S 0.955 -2.015 0.679
C 1.767 -0.464 0.021
H -0.403 0.680 0.832
H 0.679 0.983 2.280
H -1.118 0.789 2.519
H 2.558 -0.142 0.788
H 1.221 0.319 -0.278
H 2.272 -0.811 -0.870
H 1.086 4.072 -0.383
H 2.023 2.999 -0.791
O 1.259 3.120 -0.169
H -0.958 0.537 -1.729
H -1.761 -0.784 -1.705
O -1.883 0.182 -1.610
H -3.122 -2.548 -1.559
H -2.057 -3.297 -0.714
O -2.193 -2.817 -1.508
```

As for the LUMO energy: 0.0111 Ha. The calculation puts the gap between HOMO and LUMO at 7.9 eV. As for the net charge: 0. As for the structure (SMILES): CSSC.O.O.O.



--- Q ---
Computed, not measured: 4 unconnected molecules or ions with the total composition C2H12O3S2, with ωB97M-V with the def2-TZVPD basis set.

```
19
Properties=species:S:1:pos:R:3
C -1.287 -0.041 1.469
S -1.313 1.179 0.120
S 0.614 1.177 -0.586
C 1.416 2.411 0.462
H -1.464 -1.075 1.193
H -0.299 0.078 1.908
H -1.983 0.289 2.244
H 0.707 2.904 1.120
H 2.258 2.040 1.016
H 1.797 3.193 -0.196
H 1.550 -2.032 0.849
H 2.709 -1.281 1.509
O 1.752 -1.270 1.422
H 0.094 -3.718 -0.530
H 0.284 -2.350 -1.061
O 0.780 -3.042 -0.591
H -1.846 -1.389 -2.701
H -1.573 -0.525 -1.457
O -1.494 -1.429 -1.807
```

As for the LUMO energy: 0.0231 Ha. The calculation puts the gap between HOMO and LUMO at 9.5 eV. As for the net charge: 0. As for the structure (SMILES): CSSC.O.O.O.



What should be chosen as the least stable of them? Choose P.



--- P ---
Computed, not measured: a single C7H14N2O2 molecule, with ωB97M-V with the def2-TZVPD basis set.

```
25
Properties=species:S:1:pos:R:3
O 0.397 -2.953 0.089
N 0.032 -2.033 -0.670
O -3.633 0.018 -2.542
C 2.838 1.532 2.734
C 2.090 1.053 1.675
N -0.110 -0.769 -0.199
C -2.583 0.095 -1.578
C 1.550 -0.372 1.644
C 0.055 -0.486 1.246
C -0.118 0.371 -1.160
C -1.182 0.052 -2.228
H -3.663 -0.853 -2.930
H 3.262 2.539 2.750
H 3.138 0.877 3.569
H 1.961 1.708 0.826
H -2.708 0.989 -0.976
H -2.667 -0.804 -0.965
H 1.728 -0.883 2.599
H 2.142 -0.888 0.879
H -0.503 0.419 1.523
H -0.435 -1.282 1.825
H -0.346 1.306 -0.702
H 0.851 0.469 -1.661
H -1.023 -0.933 -2.735
H -1.075 0.826 -3.012
```

As for the LUMO energy: 0.0273 Ha. The calculation puts the gap between HOMO and LUMO at 10.0 eV. As for the net charge: 0. As for the structure (SMILES): C=CCCN(CCCO)N=O.



--- Q ---
Computed, not measured: a single C7H14N2O2 molecule, with ωB97M-V with the def2-TZVPD basis set.

```
25
Properties=species:S:1:pos:R:3
C 0.741 2.199 -0.310
C -0.858 0.463 0.030
C 1.195 -0.113 0.035
C -1.734 -0.295 -1.035
C -1.246 0.482 1.464
C 1.609 -0.842 1.296
C 1.645 -0.847 -1.184
N -0.547 1.743 -0.645
N 1.652 1.269 -0.045
O 2.906 1.454 0.285
O -1.463 2.787 -0.174
H 0.930 3.181 -0.626
H -1.438 -1.330 -1.212
H -1.816 0.280 -1.959
H -2.723 -0.252 -0.617
H -2.161 1.062 1.645
H -0.398 0.897 2.042
H -1.476 -0.506 1.767
H 2.685 -0.649 1.469
H 1.579 -1.964 1.354
H 0.979 -0.308 2.112
H 1.448 -0.198 -2.052
H 1.173 -1.737 -1.471
H 2.715 -0.815 -0.996
H -1.945 3.068 -0.991
```

As for the LUMO energy (alpha / beta): 0.0202 / 0.0202 Ha. The calculation puts the gap between HOMO and LUMO (alpha / beta) at 8.4 / 8.4 eV. As for the net charge: 0.



What should be chosen as the least stable of them? Choose Q.



--- P ---
Computed, not measured: a single C4H4O2 molecule, with ωB97M-V with the def2-TZVPD basis set.

```
10
Properties=species:S:1:pos:R:3
C 1.728 -0.536 0.106
C 0.425 -0.566 -0.233
C -0.307 0.734 0.057
C -1.824 0.470 -0.105
H 2.368 -1.379 -0.121
H 2.469 0.411 0.542
H -0.356 -1.413 -0.296
H -2.687 1.156 -0.160
O 0.290 1.817 0.013
O -2.107 -0.696 0.198
```

As for the LUMO energy: -0.0395 Ha. The calculation puts the gap between HOMO and LUMO at 8.7 eV. As for the net charge: 0. As for the structure (SMILES): C=CC(=O)C=O.



--- Q ---
Computed, not measured: a single C4H4O2 molecule, with ωB97M-V with the def2-TZVPD basis set.

```
10
Properties=species:S:1:pos:R:3
O 0.674 -1.416 -0.946
C 0.195 -0.750 0.179
C 1.053 0.480 0.488
O 1.824 0.908 -0.333
C -1.119 -0.095 -0.004
C -2.022 0.690 -0.145
H 1.186 -0.752 -1.441
H 0.181 -1.442 1.030
H 0.849 0.992 1.447
H -2.819 1.387 -0.276
```

As for the LUMO energy: 0.0241 Ha. The calculation puts the gap between HOMO and LUMO at 11.0 eV. As for the net charge: 0. As for the structure (SMILES): C#C[C@@H](O)C=O.



--- R ---
Computed, not measured: a single C4H4O2 molecule, with ωB97M-V with the def2-TZVPD basis set.

```
10
Properties=species:S:1:pos:R:3
O -0.288 1.641 -0.265
C 0.003 0.457 -0.162
C -1.115 -0.448 0.252
O -2.259 0.290 0.039
C 1.351 -0.012 -0.217
C 2.479 -0.412 -0.315
H -1.800 1.201 -0.127
H -0.751 -0.469 1.305
H -1.102 -1.492 -0.096
H 3.482 -0.756 -0.414
```

As for the LUMO energy: -0.0086 Ha. The calculation puts the gap between HOMO and LUMO at 10.1 eV. As for the net charge: 0. As for the structure (SMILES): C#CC(=O)CO.



--- S ---
Computed, not measured: a single C4H4O2 molecule, with ωB97M-V with the def2-TZVPD basis set.

```
10
Properties=species:S:1:pos:R:3
O 2.184 1.246 0.841
C 1.776 1.151 -0.278
O 0.557 0.649 -0.631
C -0.272 0.279 0.393
C -1.405 -0.462 0.141
C -2.471 -0.846 -0.501
H 2.308 1.454 -1.189
H -0.730 -1.135 0.865
H 0.079 0.536 1.386
H -2.688 -1.912 -0.595
```

As for the LUMO energy (alpha / beta): -0.0156 / -0.0156 Ha. The calculation puts the gap between HOMO and LUMO (alpha / beta) at 7.8 / 7.8 eV. As for the net charge: 0.



What should be chosen as the least stable of them? Choose S.



--- P ---
Computed, not measured: a single C4H4O2 molecule, with ωB97M-V with the def2-TZVPD basis set.

```
10
Properties=species:S:1:pos:R:3
O -2.683 0.559 -0.036
C -1.969 -0.346 0.279
O -0.740 -0.216 0.843
C 0.115 0.563 -0.010
C 1.471 0.005 -0.016
C 2.585 -0.437 -0.128
H -2.172 -1.406 0.062
H -0.284 0.489 -1.029
H 0.103 1.618 0.282
H 3.574 -0.830 -0.246
```

As for the LUMO energy: 0.0320 Ha. The calculation puts the gap between HOMO and LUMO at 11.4 eV. As for the net charge: 0. As for the structure (SMILES): C#CCOC=O.



--- Q ---
Computed, not measured: a single C4H4O2 molecule, with ωB97M-V with the def2-TZVPD basis set.

```
10
Properties=species:S:1:pos:R:3
C 0.880 -1.186 0.048
C -1.691 -0.788 0.749
C -0.306 -0.267 0.234
C -0.011 1.262 -0.015
O 1.991 -0.809 0.092
O -1.559 -0.646 -0.536
H 0.637 -2.181 -0.148
H 1.095 1.387 0.043
H -0.740 1.796 0.600
H -0.295 1.432 -1.068
```

As for the LUMO energy: -0.0060 Ha. The calculation puts the gap between HOMO and LUMO at 9.8 eV. As for the net charge: 0.



What should be chosen as the least stable of them? Choose Q.